# C23H44HfNP3Se

A molecular structure, C23H44HfNP3Se (the ωB97M-V functional and the def2-TZVPD basis, OMol25).

```
! RIJCOSX wB97M-V def2-TZVPD def2/J DEFGRID3
* xyz 4 1
Hf -0.11632 -0.49278 -0.38134
P 0.19618 1.52510 1.13116
P -2.64148 0.19083 -0.39864
P 2.43973 -0.55278 -0.65561
H -1.42731 -3.54172 -5.55785
C -0.81636 -4.18853 -4.91694
C -0.53451 -3.99472 -3.60357
H -0.96070 -3.26870 -2.88334
C 0.30422 3.18299 0.34184
C -1.03252 1.97773 2.40045
C 1.73180 1.62862 2.14591
C -3.34004 -0.66964 -1.88228
C -3.80422 -0.17214 0.92875
C -3.06725 1.93496 -0.71230
C 2.82018 -1.52944 -2.16514
C 3.61686 -1.16461 0.57242
C 3.17000 1.06158 -1.02082
H -0.50665 -5.14400 -5.40997
H 0.12781 -4.75787 -3.19487
H 0.43192 3.93697 1.12560
H -0.61413 3.39159 -0.21343
H 1.16090 3.22001 -0.33646
H -0.92736 3.02885 2.69720
H -0.87348 1.36752 3.28727
H -2.05742 1.79752 2.06416
H 1.77624 2.60383 2.64645
H 2.62568 1.50901 1.52398
H 1.74004 0.84790 2.91269
H -4.44444 -0.66564 -1.86876
H -2.98650 -1.71613 -1.89698
H -2.98736 -0.18449 -2.80906
H -4.79928 0.18868 0.66098
H -3.48922 0.30960 1.85112
H -3.86529 -1.24546 1.10622
H -4.15549 2.00545 -0.75295
H -2.64475 2.27632 -1.66160
H -2.72226 2.58422 0.09467
H 3.90258 -1.63037 -2.33342
H 2.36650 -1.05297 -3.04647
H 2.39017 -2.53913 -2.08003
H 4.63661 -0.91895 0.25869
H 3.54159 -2.24644 0.69608
H 3.43690 -0.69417 1.54263
H 4.13978 0.88196 -1.48955
H 3.32832 1.66599 -0.12991
H 2.53737 1.62041 -1.71575
C 0.22249 0.65960 -4.15456
C -0.28757 -0.58698 -4.53720
C -0.05275 -1.04513 -5.82062
C 0.62391 -0.24203 -6.73887
C 1.11408 1.02526 -6.38949
C 0.93205 1.48368 -5.07651
Se -0.15251 1.29663 -2.43266
H -0.29055 -1.29683 -1.94188
H -0.86128 -1.23717 -3.87534
H -0.41265 -2.03544 -6.06806
H 0.74154 -0.64270 -7.74320
H 1.62849 1.60093 -7.16688
H 1.27764 2.45913 -4.74080
N -0.30487 -2.33887 1.02476
C -0.33458 -2.02368 2.46410
C 0.86946 -1.73179 3.12154
C 0.86882 -0.82778 4.20945
C -0.32873 -0.28393 4.68214
C -1.54296 -0.74545 4.14484
C -1.54771 -1.65291 3.06670
H 0.48687 -2.93718 0.73124
H -1.15973 -2.79197 0.65780
H 1.82734 -2.06831 2.70250
H 1.81133 -0.51616 4.68080
H -0.31778 0.54998 5.40618
H -2.48473 -0.33777 4.54236
H -2.50398 -1.94121 2.60944
*
```

Electronic energy ... -4429.3899 Eh
Kohn-Sham gap (spin up / spin down) ... 3.2202 / 3.3249 eV
LUMO level (spin up / spin down) ... -16.4 / -16.4 eV
Energy relative to the best compared isomer or geometry (same formula, charge and spin) ... 200.4 kJ/mol

Results of the Mulliken charge analysis, in e, for atoms 1 through 5: Hf 0.0578; P 1.2172; P 0.7422; P 0.8975; H 0.4250

# C23H44N3O4

3 unconnected molecules or ions with the total composition C23H44N3O4 (the ωB97M-V functional and the def2-TZVPD basis, OMol25).

```
! RIJCOSX wB97M-V def2-TZVPD def2/J DEFGRID3
* xyz 1 1
C -0.91519 1.48017 0.97749
C 0.07392 1.22120 2.06067
C 0.46901 2.14016 3.01956
C 1.38973 1.77232 3.99709
C 1.74110 2.83094 5.00618
O 1.55256 2.70790 6.16370
O 2.17661 3.98851 4.45813
C 1.93036 0.48111 4.04525
C 2.88625 0.07760 5.14242
C 2.24975 -0.93132 6.12920
O 0.85605 -0.65456 6.28990
C 0.04134 -1.73774 6.14286
O -0.33070 -2.38966 7.04911
C 1.54391 -0.40147 3.03416
C 2.05650 -1.78830 2.82294
N 0.64260 0.00017 2.10817
H -0.92345 2.53028 0.71864
H -1.91907 1.20465 1.28725
H -0.64266 0.88077 0.11379
H 0.05292 3.13435 3.02024
H 2.83994 3.79461 3.78091
H 3.80676 -0.31259 4.71797
H 3.11444 0.96324 5.71646
H 2.72441 -0.80780 7.09527
H 2.42066 -1.95402 5.80468
H -0.30590 -1.96507 5.12812
H 2.81521 -2.05803 3.53851
H 1.22132 -2.48302 2.82547
H 2.50538 -1.79370 1.82930
H 0.37346 -0.66657 1.39119
C -4.89015 1.92544 -0.78849
C -4.19849 2.64956 -1.93407
N -3.03632 1.94253 -2.44382
C -2.22415 2.74747 -3.34471
C -2.84088 3.19601 -4.67400
C -3.26928 0.56899 -2.86301
C -4.31720 0.31298 -3.95306
H -4.18857 1.71898 0.02295
H -5.69283 2.54709 -0.39204
H -5.33689 0.98306 -1.10599
H -3.85962 3.62146 -1.56541
H -4.94273 2.85842 -2.71636
H -1.29709 2.20362 -3.54960
H -1.91950 3.64308 -2.79296
H -2.89670 2.38141 -5.39394
H -2.21911 3.97397 -5.12015
H -3.83967 3.61230 -4.54469
H -3.55268 -0.00930 -1.97854
H -2.31162 0.14448 -3.17824
H -5.22683 0.89225 -3.79292
H -4.59868 -0.74161 -3.95069
H -3.93853 0.53938 -4.94774
C 0.02517 -2.88509 -0.91011
C 0.70288 -2.02421 -1.96240
N 2.10916 -1.79945 -1.67975
C 2.70308 -0.76357 -2.51490
C 2.78878 -1.01186 -4.02412
C 2.91207 -3.00112 -1.49440
C 2.95586 -4.02179 -2.63737
H 0.17815 -2.44332 0.08140
H -1.04727 -2.93685 -1.09937
H 0.40266 -3.90664 -0.89591
H 0.20915 -1.04733 -1.97520
H 0.52518 -2.46982 -2.95162
H 3.70394 -0.54725 -2.13253
H 2.12636 0.15372 -2.35319
H 3.57586 -1.71958 -4.27722
H 3.02507 -0.07654 -4.53370
H 1.84861 -1.37836 -4.43645
H 2.55252 -3.51266 -0.59654
H 3.93059 -2.69169 -1.24808
H 1.96985 -4.20457 -3.06590
H 3.32874 -4.97588 -2.26171
H 3.62390 -3.71183 -3.43806
*
```

Electronic energy ... -1367.7450 Eh
Kohn-Sham gap ... 5.9863 eV
LUMO level ... -4.4 eV

Results of the Mulliken charge analysis, in e, for atoms 1 through 5: C -1.7434; C 0.7758; C -0.4704; C 0.3641; C 0.0078

# C23H44NP3SY

A molecular structure, C23H44NP3SY (the ωB97M-V functional and the def2-TZVPD basis, OMol25).

```
! RIJCOSX wB97M-V def2-TZVPD def2/J DEFGRID3
* xyz 3 1
Y -1.10511 -0.72039 0.29092
P 0.12005 -2.69439 1.72772
P 2.00759 -0.32432 -0.41714
P -0.43049 -1.98179 -2.23416
H -4.76956 1.20665 -0.62145
C -4.48148 0.16585 -0.87032
C -3.69521 -0.59803 0.17866
H -3.75125 -0.19779 1.23713
C 0.13650 -2.47945 3.52203
C 1.67860 -3.62509 1.56928
C -1.06596 -4.08551 1.60498
C 2.60231 1.00196 -1.57332
C 3.39519 0.09329 0.74328
C 3.18306 -1.48442 -1.27075
C -2.05656 -2.38398 -2.98619
C 0.36542 -3.63120 -2.27278
C 0.33206 -1.09040 -3.63965
H -5.05874 -0.20397 -1.79763
H -3.99066 -1.70238 0.27358
H -0.81811 -2.04692 3.87088
H 0.98438 -1.84622 3.83969
H 0.25865 -3.48069 3.98549
H 2.53317 -2.94117 1.62753
H 1.69143 -4.15368 0.60997
H 1.72574 -4.34794 2.39839
H -2.10208 -3.70467 1.57424
H -0.92607 -4.71981 2.49861
H -0.85256 -4.66099 0.69043
H 3.69897 0.84593 -1.68409
H 2.41977 1.99711 -1.14945
H 2.13223 0.93313 -2.55943
H 4.33465 -0.19707 0.20396
H 3.34384 -0.45684 1.69355
H 3.46348 1.16689 0.96391
H 4.15941 -0.95764 -1.21910
H 2.95710 -1.63058 -2.32875
H 3.26967 -2.44675 -0.75889
H -1.88820 -2.72746 -4.02571
H -2.68227 -1.47722 -2.99562
H -2.56108 -3.15711 -2.38831
H 0.16346 -4.08381 -3.25468
H -0.07838 -4.25790 -1.48727
H 1.44795 -3.56836 -2.10358
H -0.14361 -1.45841 -4.56417
H 1.41699 -1.26038 -3.70371
H 0.14682 -0.00736 -3.55442
C -2.88442 2.41874 -1.16294
C -2.97087 2.99375 -2.55700
C -2.19346 4.26372 -2.48337
C -2.09702 5.06882 -1.33752
C -2.44472 4.56691 -0.03063
C -2.82694 3.14680 0.02085
S -2.81937 0.75507 -1.69311
H -2.45020 2.25643 -3.25414
H -4.05026 3.15182 -2.89342
H -1.71567 4.47885 -3.42829
H -1.70608 6.08821 -1.36739
H -2.40022 5.28199 0.87478
H -3.12490 2.66160 1.00097
N -0.33682 1.26777 1.86790
C 0.89824 1.87091 2.39111
C 1.35543 3.05606 1.79635
C 2.57964 3.57555 2.25049
C 3.23281 2.98441 3.33831
C 2.64515 1.90857 4.02632
C 1.45722 1.36178 3.53981
H -0.85053 0.88994 2.66396
H -0.93230 1.96889 1.40948
H 0.82952 3.50003 0.93862
H 2.99541 4.48351 1.79081
H 4.18363 3.39696 3.69402
H 3.14359 1.47011 4.89887
H 0.97204 0.51408 4.06148
*
```

Electronic energy ... -2417.0105 Eh
Kohn-Sham gap (spin up / spin down) ... 4.7545 / 4.7534 eV
LUMO level (spin up / spin down) ... -11.0 / -11.0 eV
Energy relative to the best compared isomer or geometry (same formula, charge and spin) ... 418.6 kJ/mol

Results of the Mulliken charge analysis, in e, for atoms 1 through 5: Y -0.1322; P 1.3390; P 0.9994; P 1.1331; H 0.3651